Below is a cluster of 2 separate species, C20H25BF3NO4 in total in a non-equilibrium geometry, with properties calculated with ωB97M-V with the def2-TZVPD basis set.

```
54
Properties=species:S:1:pos:R:3:forces:R:3:lowdin_charge:R:1
F -2.029389 6.196363 -0.099547 1.4 0.6 0.6 0.128
F -0.399517 7.635337 -0.495013 -0.4 -1.1 1.1 0.123
F -1.232633 7.442631 1.539342 0.4 -0.7 -1.0 0.130
O -0.576520 -3.605624 -0.332073 0.2 0.9 0.2 0.032
O -0.386556 -2.305943 -2.406098 0.3 0.8 0.7 0.015
O -2.446076 -2.213670 -1.079338 0.7 0.5 0.4 0.031
O -2.714365 -5.146015 -1.872767 0.2 -0.2 -1.1 0.076
N 2.932285 1.616974 2.438308 -0.4 1.8 -1.7 -0.131
C 2.111870 1.761012 3.635146 -0.2 -0.2 0.9 -0.010
C -3.041574 -6.048965 -2.841271 1.0 0.8 -0.8 -0.367
C 0.157647 -1.210610 -1.721245 -0.5 -0.3 0.5 -0.172
C 0.177878 0.007872 0.508245 -0.1 0.1 0.1 -0.068
C -0.875223 6.732999 0.432512 -1.2 1.1 -0.7 -0.496
C 1.486699 3.853728 -0.112287 0.4 -0.7 0.0 0.013
C 0.133855 5.651664 0.718385 0.0 -0.2 0.0 -0.090
C 4.111934 0.763866 2.549249 0.7 -0.6 -0.5 0.002
C 0.579132 5.403666 2.013090 0.4 -0.2 0.0 0.023
C 1.487310 4.369350 2.249722 -0.1 -0.5 0.0 0.012
C -3.984249 -7.099661 -2.496747 -0.6 -0.8 0.0 -0.046
C -1.954797 -1.109813 -0.357841 0.4 -0.2 -0.1 -0.164
C -2.374924 -5.763088 -4.010096 -0.4 -0.3 0.7 -0.055
C -0.034580 -2.537423 0.405369 -0.2 0.3 -0.4 -0.169
C 0.613196 4.900991 -0.352254 0.1 -0.1 0.0 0.024
C -1.581077 -4.607530 -3.760831 -0.5 0.4 1.9 -0.031
C 2.729430 2.317869 1.331399 0.7 -0.6 1.7 0.048
C -1.823605 -4.260888 -2.432266 0.3 0.1 -0.7 -0.074
C 1.869096 3.475726 1.201194 -0.5 1.4 -0.3 -0.161
C -0.391840 -1.158990 -0.253741 -0.3 -1.0 -0.7 -0.438
B -1.297524 -3.054200 -1.503077 -0.6 -1.4 -1.3 -0.892
H 1.041185 1.834981 3.408181 0.4 0.0 -0.2 0.117
H -0.922742 -4.068455 -4.423691 -0.1 -0.1 0.1 0.096
H 4.047589 0.227161 3.491751 0.1 -0.1 -0.2 0.094
H 3.357995 2.018960 0.482203 -0.4 0.1 0.2 0.165
H 1.259513 -1.303927 -1.690009 0.0 0.2 0.0 0.119
H 1.270081 -0.073970 0.555292 0.1 0.0 0.0 0.061
H 2.292702 0.857434 4.233127 -0.3 0.4 -0.2 0.104
H -4.111762 -7.725222 -3.384493 -0.1 -0.1 0.2 0.079
H -0.114366 -0.272835 -2.240929 0.1 0.1 0.1 0.121
H -0.217631 0.025025 1.531465 0.0 0.1 0.0 0.081
H 4.160597 0.051185 1.709264 -0.2 0.2 0.4 0.118
H -3.625244 -7.725252 -1.676181 0.0 0.0 0.0 0.079
H 1.917235 3.284919 -0.948344 -0.5 0.2 0.3 0.137
H 2.391154 2.631452 4.248079 0.1 -0.4 -0.3 0.100
H 0.300065 5.126923 -1.368899 0.1 0.0 0.2 0.142
H 5.051791 1.346194 2.529959 -0.6 -0.1 0.1 0.115
H -2.446294 -6.313976 -4.936253 -0.1 -0.1 0.1 0.092
H -2.243185 -0.171144 -0.868370 0.0 0.0 0.2 0.124
H 0.224560 6.013405 2.841624 0.2 -0.1 -0.2 0.132
H -2.384025 -1.110898 0.662333 0.1 0.2 -0.1 0.124
H 1.067094 -2.638697 0.441340 0.0 0.1 0.1 0.119
H 1.903823 4.288248 3.259787 -0.4 -0.1 -0.5 0.109
H -4.960417 -6.703653 -2.206038 0.0 0.0 0.0 0.079
H -0.432554 -2.561325 1.437727 0.2 0.1 0.0 0.123
H -0.073047 0.955834 0.015605 0.0 0.0 0.1 0.076
```
Forces are in eV/Å.

## Properties
Kohn-Sham gap: 2.08 eV
M: 411.23 g mol⁻¹
energy above the lowest of the compared OMol25 structures with the same formula, charge and spin: 2.7 kcal/mol